1.
Molecular formula: C4H5N
Method: DFT, ωB97M-V/def2-TZVPD

Geometry (Å):
C  -0.9946  -0.6045  -0.0971
C  0.2251  -0.6376  0.4694
C  0.9488  0.7219  0.0495
N  -0.0007  1.4044  -0.6934
C  -1.0864  0.5752  -0.8933
H  -1.8005  -1.2565  0.2447
H  0.4935  -1.3846  1.1728
H  1.1386  1.1146  1.1006
H  1.7864  0.8547  -0.5099
H  -1.9090  0.9279  -1.5042

Output
2S+1 = 1
LUMO level = 0.70 eV
SMILES string = C1=CCN=C1
Molar mass = 67.1 g/mol
HOMO level = -9.28 eV
Max |F| = 0.1121 Eh/bohr
Energy above the lowest of the compared OMol25 structures with the same formula, charge and spin = 1.739 eV
HOMO-LUMO gap = 10.0 eV
E_tot = -5717.10743 eV

2.
Molecular formula: C3H11NO3
Method: DFT, ωB97M-V/def2-TZVPD

Geometry (Å):
C  1.2379  1.1762  -1.7045
N  0.9492  -0.1786  -1.1984
C  1.5094  -0.4834  0.1117
C  -0.3556  -0.5318  -1.3737
O  -1.1960  -0.0176  -2.0657
H  2.0999  1.6257  -1.2095
H  1.4435  1.1135  -2.7670
H  0.4301  1.8793  -1.5008
H  2.6011  -0.4423  0.0665
H  1.2207  0.2703  0.8438
H  1.2975  -1.4945  0.4451
H  -0.5843  -1.3703  -0.6900
O  -0.8037  -0.7428  3.2634
H  -1.2554  -0.3509  2.5077
H  -1.3798  -1.4398  3.5594
O  -2.2352  0.4003  0.9226
H  -3.1416  0.1700  0.7564
H  -1.8377  0.4167  0.0330

Output
2S+1 = 1
LUMO level = 0.73 eV
SMILES string = CN(C)C=O.O.O
Molar mass = 109.1 g/mol
HOMO level = -9.97 eV
Max |F| = 0.0370 Eh/bohr
Energy above the lowest of the compared OMol25 structures with the same formula, charge and spin = 1.098 eV
HOMO-LUMO gap = 10.7 eV
E_tot = -10921.90740 eV

3.
Molecular formula: C29H22N12O5PtS
Method: DFT, ωB97M-V/def2-TZVPD

Geometry (Å):
Pt  -0.3245  -0.3938  -0.2774
N  -0.4773  2.1205  3.1829
C  -0.9816  1.0440  2.5783
N  -0.4744  0.9886  1.3677
C  0.3600  2.0581  1.2909
N  0.3874  2.7794  2.3830
C  1.1430  2.2650  0.0706
C  1.9573  3.3644  -0.1473
N  2.6601  3.4963  -1.2648
C  2.5454  2.5259  -2.1613
C  1.7309  1.4219  -1.9588
N  1.0353  1.2995  -0.8422
H  -0.6607  2.4594  4.1120
H  -1.6710  0.3425  3.0165
H  2.0350  4.1441  0.6000
H  3.1163  2.6217  -3.0762
H  1.6446  0.6302  -2.6913
C  6.4557  -5.7116  2.8411
C  5.4542  -5.3843  1.7679
C  5.5956  -4.2475  0.9793
C  4.7037  -3.9715  -0.0430
C  3.6421  -4.8327  -0.2960
N  2.7479  -4.4959  -1.3377
C  2.0826  -5.3860  -2.1261
O  2.1913  -6.5913  -2.0666
N  1.2401  -4.8213  -3.0959
C  0.6280  -3.5718  -3.1431
C  0.1731  -3.0624  -4.3600
C  -0.4620  -1.8358  -4.3940
C  -0.6157  -1.1174  -3.2192
N  -0.1807  -1.6105  -2.0593
C  0.3996  -2.8097  -2.0016
C  3.4685  -5.9603  0.4941
C  4.3745  -6.2219  1.5106
H  6.7437  -4.8217  3.4033
H  7.3665  -6.1335  2.4106
H  6.0551  -6.4417  3.5444
H  6.4211  -3.5684  1.1587
H  4.8361  -3.0855  -0.6555
H  2.7156  -3.5218  -1.5854
H  0.9518  -5.5087  -3.7727
H  0.3222  -3.6326  -5.2689
H  -0.8279  -1.4252  -5.3243
H  -1.0958  -0.1475  -3.1867
H  0.6555  -3.1666  -1.0135
H  2.6402  -6.6267  0.3105
H  4.2323  -7.1067  2.1208
O  3.3269  0.0318  0.3444
C  2.7505  -0.8388  0.9724
N  1.5150  -1.3496  0.6783
S  0.9900  -2.4185  1.7862
O  -0.0530  -1.8358  2.5994
O  0.6844  -3.6767  1.1555
C  2.4891  -2.4719  2.7102
C  2.8227  -3.2369  3.8087
C  4.0668  -3.0032  4.3823
C  4.9322  -2.0448  3.8598
C  4.5807  -1.2962  2.7435
C  3.3415  -1.5246  2.1757
H  2.1462  -3.9807  4.2075
H  4.3675  -3.5743  5.2512
H  5.8942  -1.8871  4.3308
H  5.2424  -0.5531  2.3181
O  -2.5221  -0.4539  -0.6067
N  -3.3805  0.3754  -0.1363
C  -3.2176  1.6255  -0.4951
C  -2.1922  2.0117  -1.4189
N  -1.3823  2.2954  -2.1868
C  -4.1081  2.6162  0.0254
N  -4.8101  3.4317  0.4307

Output
2S+1 = 3
LUMO level (spin up / spin down) = -0.64 / -1.01 eV
Molar mass = 845.7 g/mol
HOMO level (spin up / spin down) = -7.66 / -8.42 eV
Max |F| = 0.0051 Eh/bohr
Energy above the lowest of the compared OMol25 structures with the same formula, charge and spin = 0.000 eV
HOMO-LUMO gap (spin up / spin down) = 7.0 / 7.4 eV
E_tot = -72628.51276 eV

4.
Molecular formula: C25H43CrF6NO5S3
Method: DFT, ωB97M-V/def2-TZVPD

Geometry (Å):
Cr  -0.0818  -0.1519  -0.0409
C  -0.4835  -2.2935  -0.2763
C  0.8519  -2.1311  0.1839
C  0.7614  -1.4157  1.4507
C  -0.6345  -1.2535  1.7199
C  -1.4073  -1.8287  0.6828
C  -2.8898  -2.1188  0.6699
C  -3.3815  -2.4247  -0.7471
C  -3.7153  -0.9720  1.2490
C  -3.0653  -3.3678  1.5549
C  1.7574  -0.9588  2.5257
C  1.6208  -1.9441  3.7004
C  3.2268  -0.8827  2.1122
C  1.3800  0.4488  3.0195
C  1.9869  -2.9329  -0.4759
C  1.4534  -3.6655  -1.7176
C  3.2322  -2.1707  -0.9416
C  2.3704  -4.0161  0.5508
H  -0.7637  -2.7327  -1.2190
H  -1.0299  -0.7872  2.6096
H  -3.1231  -1.6230  -1.4448
H  -4.4672  -2.5294  -0.7430
H  -2.9653  -3.3590  -1.1271
H  -3.7800  -0.1552  0.5289
H  -3.3051  -0.5999  2.1915
H  -4.7325  -1.3124  1.4476
H  -2.4303  -4.1856  1.2091
H  -4.1035  -3.7018  1.5163
H  -2.8128  -3.1516  2.5952
H  1.8787  -2.9601  3.3988
H  0.6026  -1.9567  4.0946
H  2.2933  -1.6490  4.5076
H  3.6370  -1.8474  1.8299
H  3.8016  -0.5314  2.9707
H  3.3774  -0.1743  1.2990
H  0.3822  0.4978  3.4592
H  1.4493  1.1724  2.2022
H  2.0852  0.7535  3.7935
H  1.1171  -2.9717  -2.4911
H  0.6463  -4.3589  -1.4720
H  2.2656  -4.2529  -2.1456
H  3.0106  -1.5507  -1.8067
H  3.9730  -2.9072  -1.2580
H  3.6886  -1.5474  -0.1828
H  1.4977  -4.6120  0.8297
H  2.8003  -3.5994  1.4585
H  3.1086  -4.6855  0.1069
F  0.2183  3.1187  -2.5739
C  1.3890  2.7765  -2.0596
F  2.3589  3.1982  -2.8401
F  1.5230  3.3340  -0.8560
S  1.4636  0.9091  -1.9038
O  0.0590  0.4427  -2.0010
O  1.8700  0.6427  -0.5194
N  2.3993  0.4329  -2.9738
S  1.8754  -0.0095  -4.4543
O  1.4506  -1.3699  -4.4408
O  1.0611  1.0110  -5.0277
C  3.5274  0.0492  -5.2767
F  3.3682  -0.2835  -6.5464
F  4.3465  -0.8101  -4.6872
F  4.0261  1.2724  -5.1931
C  -0.8051  5.4220  -0.2262
C  -1.1559  5.1913  1.2376
C  -0.5200  3.9368  1.8311
S  -1.3273  2.3166  1.6542
O  -0.6076  1.6497  0.4524
C  -3.0383  2.6459  1.1764
C  -3.4353  3.1499  -0.2106
C  -2.9551  2.3091  -1.3903
H  -1.3386  6.2873  -0.6194
H  -1.0537  4.5620  -0.8479
H  0.2638  5.6100  -0.3383
H  -2.2343  5.1803  1.3910
H  -0.7929  6.0290  1.8359
H  -0.3984  4.0264  2.9121
H  0.4701  3.7467  1.4079
H  -3.3727  3.3230  1.9697
H  -3.5147  1.6887  1.3822
H  -3.1445  4.1882  -0.3428
H  -4.5285  3.1472  -0.1961
H  -1.8887  2.4150  -1.5732
H  -3.4820  2.6127  -2.2942
H  -3.1606  1.2464  -1.2365

Output
2S+1 = 2
LUMO level (spin up / spin down) = -3.96 / -3.41 eV
Molar mass = 699.8 g/mol
HOMO level (spin up / spin down) = -12.71 / -12.43 eV
Max |F| = 0.0123 Eh/bohr
Total charge = +1
Energy above the lowest of the compared OMol25 structures with the same formula, charge and spin = 0.000 eV
HOMO-LUMO gap (spin up / spin down) = 8.7 / 9.0 eV
E_tot = -115575.36661 eV

5.
Molecular formula: C7H10N2O3
Method: DFT, ωB97M-V/def2-TZVPD

Geometry (Å):
C  1.2409  -1.8071  -2.1237
C  1.8936  -1.9926  -0.8256
C  2.4295  -2.1447  0.2411
C  3.1260  -2.3675  1.4961
O  4.1673  -2.9698  1.6087
O  2.4756  -1.8173  2.5309
H  1.1169  -2.7724  -2.6315
H  1.8578  -1.1665  -2.7705
H  0.2613  -1.3447  -2.0044
H  2.9965  -2.0007  3.3053
N  -2.8302  3.1983  -0.3201
C  -2.1271  2.0918  0.1364
N  -2.6865  1.5815  1.3023
C  -1.0346  1.6025  -0.4967
C  -0.4439  0.3323  -0.2057
O  0.5728  -0.1107  -0.7491
H  -3.1402  3.8306  0.4129
H  -2.3979  3.6816  -1.1094
H  -2.2654  0.7218  1.6639
H  -3.6996  1.5631  1.3136
H  -0.5915  2.2013  -1.3025
H  -0.9212  -0.3106  0.5280

Output
2S+1 = 1
LUMO level = 0.55 eV
SMILES string = CC#CC(=O)O.NC(N)=CC=O
Molar mass = 170.2 g/mol
HOMO level = -8.70 eV
Max |F| = 0.0750 Eh/bohr
Energy above the lowest of the compared OMol25 structures with the same formula, charge and spin = 3.179 eV
HOMO-LUMO gap = 9.2 eV
E_tot = -16541.27400 eV